Entry 1:
DFT (ωB97M-V with the def2-TZVPD basis set) results for C25H41B3BrFO19 as an isolated structure.

Geometry as XYZ:
```
90
C25H41B3BrFO19 ωB97M-V with the def2-TZVPD basis set
C -2.035 3.798 -4.369
O -3.096 4.362 -3.621
C -3.116 3.854 -2.288
B -3.888 2.430 -2.203
O -4.555 2.029 -3.408
B -4.773 0.635 -3.417
Br -4.338 -0.580 -4.901
O -5.310 0.078 -2.219
B -4.249 0.299 -1.270
C -3.548 -0.989 -0.644
C -2.490 -0.687 0.484
C -1.434 -1.865 0.479
F -1.581 -2.602 1.672
O -3.894 1.648 -1.019
H -2.137 4.181 -5.421
H -1.015 4.092 -4.028
H -2.056 2.685 -4.430
H -3.708 4.593 -1.690
H -2.095 3.790 -1.846
H -3.015 -1.491 -1.496
H -4.346 -1.706 -0.337
H -2.006 0.280 0.253
H -2.968 -0.709 1.484
H -1.598 -2.577 -0.351
H -0.421 -1.420 0.410
C 1.159 -2.767 4.322
C 1.085 -4.204 4.786
C -0.259 -4.597 5.332
O 0.082 -5.616 6.276
C 1.349 -5.362 6.696
O 1.868 -5.887 7.628
O 1.941 -4.424 5.914
H 2.132 -2.563 3.871
H 0.383 -2.549 3.586
H 1.055 -2.080 5.164
H 1.401 -4.877 3.982
H -0.924 -4.990 4.564
H -0.767 -3.785 5.861
C 4.362 0.311 0.431
C 3.381 1.072 1.293
C 3.492 0.758 2.758
O 2.156 0.981 3.219
C 1.332 0.766 2.158
O 0.151 0.662 2.232
O 2.038 0.681 1.001
H 4.283 0.636 -0.608
H 5.388 0.468 0.766
H 4.142 -0.758 0.442
H 3.470 2.147 1.109
H 4.192 1.415 3.274
H 3.765 -0.281 2.961
C 1.399 -8.483 6.177
C 1.506 -9.959 5.868
C 2.505 -10.688 6.724
O 2.928 -11.749 5.864
C 2.763 -11.315 4.587
O 3.204 -11.862 3.630
O 2.030 -10.172 4.552
H 0.610 -8.027 5.577
H 1.174 -8.313 7.229
H 2.325 -7.963 5.924
H 0.518 -10.429 5.921
H 2.062 -11.086 7.637
H 3.376 -10.081 6.986
C -1.667 8.641 -7.562
C -2.313 7.379 -8.088
C -2.284 6.230 -7.117
O -2.264 5.097 -7.986
C -1.688 5.497 -9.150
O -1.330 4.763 -10.010
O -1.576 6.851 -9.196
H -1.784 9.455 -8.280
H -2.113 8.949 -6.615
H -0.594 8.499 -7.422
H -3.333 7.589 -8.427
H -3.163 6.205 -6.473
H -1.385 6.208 -6.494
C 0.912 6.102 -1.160
C 1.022 4.626 -1.466
C 2.026 3.898 -0.615
O 2.447 2.837 -1.470
C 2.278 3.269 -2.749
O 2.716 2.722 -3.705
O 1.542 4.413 -2.783
H 0.119 6.555 -1.757
H 0.691 6.272 -0.105
H 1.837 6.623 -1.419
H 0.035 4.154 -1.408
H 1.584 3.502 0.299
H 2.898 4.505 -0.357
```


Entry 2:
DFT (ωB97M-V with the def2-TZVPD basis set) results for one molecule with the formula C3H4N2O3.

Geometry as XYZ:
```
12
C3H4N2O3 ωB97M-V with the def2-TZVPD basis set
O -0.620 1.718 2.091
N -0.308 1.394 0.972
O -0.211 2.124 0.018
C -0.026 -0.050 0.749
C -0.844 -0.600 -0.647
N 0.242 -0.956 -1.479
C 1.328 -0.712 -0.905
O 1.302 -0.222 0.362
H -0.266 -0.597 1.662
H -1.485 -1.448 -0.418
H -1.417 0.221 -1.078
H 2.303 -0.871 -1.327
```

The value obtained for the energy relative to the best compared isomer or geometry (same formula, charge and spin) is 400.7 kJ/mol.


Entry 3:
DFT (ωB97M-V with the def2-TZVPD basis set) results for a 2-piece molecular cluster, C2H7NO2 overall.

Geometry as XYZ:
```
12
C2H7NO2 ωB97M-V with the def2-TZVPD basis set
C -3.406 0.034 -1.582
O -2.366 0.159 -2.159
H -4.204 -0.856 -1.620
H -3.853 0.780 -0.786
N 2.100 -0.918 1.484
C 2.014 0.361 0.770
O 0.783 0.299 -0.141
H 2.031 -1.626 0.695
H 1.227 -1.090 1.986
H 2.086 1.236 1.496
H 3.002 0.415 0.220
H 0.587 1.206 -0.365
```

The value obtained for the energy relative to the best compared isomer or geometry (same formula, charge and spin) is 280.9 kJ/mol.


Entry 4:
DFT (ωB97M-V with the def2-TZVPD basis set) results for a 12-piece molecular cluster, C45H120N12O12 overall.

Geometry as XYZ:
```
189
C45H120N12O12 ωB97M-V with the def2-TZVPD basis set
C 1.319 18.090 22.972
O 1.512 18.215 24.359
C 0.378 18.541 25.137
C -0.346 17.329 25.707
C -1.614 17.802 26.425
N 0.542 16.513 26.570
H 1.185 19.053 22.465
H 0.486 17.403 22.750
H 2.189 17.552 22.576
H 0.746 19.179 25.951
H -0.287 19.198 24.563
H -0.612 16.699 24.851
H -2.422 18.019 25.726
H -1.391 18.634 27.093
H -1.993 16.976 27.029
H 0.680 15.615 26.129
H 1.429 17.006 26.583
C 8.267 22.222 17.854
O 8.738 20.890 17.748
C 7.839 19.930 18.211
C 7.842 19.624 19.703
C 9.278 19.414 20.178
N 6.981 18.468 19.986
H 8.817 22.884 17.191
H 8.322 22.594 18.881
H 7.216 22.280 17.547
H 6.818 20.033 17.804
H 8.136 19.025 17.646
H 7.473 20.518 20.217
H 9.844 18.652 19.638
H 9.246 19.154 21.244
H 9.948 20.279 20.209
H 7.286 17.696 19.390
H 7.242 18.100 20.899
C 3.753 15.647 24.528
O 4.421 15.189 25.669
C 4.571 16.230 26.621
C 5.334 15.653 27.813
C 4.463 14.677 28.586
N 5.693 16.803 28.657
H 4.189 16.528 24.039
H 2.729 15.965 24.795
H 3.573 14.824 23.836
H 5.076 17.111 26.211
H 3.559 16.550 26.911
H 6.224 15.210 27.371
H 3.991 13.970 27.897
H 3.650 15.120 29.168
H 5.028 14.126 29.343
H 6.438 16.635 29.311
H 4.911 17.280 29.080
C 4.875 16.178 20.948
O 4.594 14.814 20.939
C 3.655 14.505 19.892
C 3.172 13.078 20.214
C 4.120 11.998 19.695
N 1.817 12.882 19.723
H 4.004 16.823 21.169
H 5.088 16.653 19.979
H 5.665 16.466 21.635
H 2.838 15.229 19.922
H 4.222 14.546 18.956
H 3.149 13.005 21.303
H 5.178 12.158 19.909
H 3.976 11.839 18.620
H 3.833 11.015 20.087
H 1.491 11.990 20.082
H 1.700 12.853 18.719
C -0.642 21.243 21.146
O 0.567 20.774 20.637
C 1.621 21.690 20.518
C 1.338 22.866 19.571
C 0.944 22.426 18.143
N 2.523 23.730 19.393
H -0.556 21.869 22.048
H -1.211 20.389 21.525
H -1.249 21.787 20.417
H 1.901 22.192 21.457
H 2.483 21.157 20.119
H 0.463 23.440 19.896
H 1.802 22.020 17.610
H 0.469 23.291 17.690
H 0.197 21.637 18.280
H 3.133 23.205 18.775
H 3.047 23.955 20.233
C 10.308 23.164 27.903
O 10.059 23.259 26.516
C 10.085 22.029 25.853
C 9.475 22.246 24.469
C 9.352 20.934 23.671
N 10.271 23.141 23.589
H 10.382 24.170 28.300
H 11.236 22.611 28.107
H 9.533 22.541 28.366
H 11.075 21.569 25.716
H 9.493 21.281 26.400
H 8.494 22.694 24.640
H 8.959 21.209 22.691
H 8.695 20.201 24.141
H 10.345 20.541 23.444
H 10.320 24.010 24.133
H 11.245 22.835 23.645
C 3.505 19.605 28.229
O 3.151 18.986 29.448
C 2.150 18.008 29.312
C 1.786 17.412 30.662
C 0.544 16.525 30.571
N 1.672 18.438 31.746
H 3.405 19.037 27.301
H 4.562 19.867 28.239
H 2.968 20.556 28.160
H 1.228 18.460 28.910
H 2.449 17.181 28.661
H 2.633 16.802 31.012
H -0.252 17.141 30.151
H 0.303 16.236 31.592
H 0.719 15.659 29.936
H 2.232 19.229 31.433
H 2.177 18.064 32.539
C 4.680 27.102 20.887
O 5.672 26.217 21.350
C 6.915 26.447 20.711
C 7.984 25.689 21.468
C 9.370 26.113 20.962
N 7.906 24.223 21.333
H 4.949 28.160 20.930
H 3.770 26.932 21.461
H 4.423 26.870 19.845
H 6.922 26.072 19.677
H 7.127 27.520 20.654
H 7.997 25.875 22.546
H 9.556 27.162 21.198
H 9.418 25.972 19.881
H 10.150 25.518 21.435
H 8.598 23.764 21.922
H 7.029 23.870 21.709
C 5.927 19.804 25.772
O 4.645 20.329 25.490
C 4.192 19.891 24.209
C 5.164 20.113 23.056
C 5.588 21.574 22.947
N 4.430 19.827 21.809
H 6.285 20.093 26.760
H 6.694 20.239 25.116
H 5.922 18.716 25.642
H 3.946 18.822 24.217
H 3.255 20.444 24.133
H 5.946 19.347 23.110
H 6.363 21.870 23.662
H 4.707 22.198 23.098
H 6.004 21.864 21.979
H 3.828 19.012 21.878
H 5.045 19.684 21.017
C 4.838 17.563 17.205
N 4.044 18.719 16.856
C 3.185 18.650 15.693
C 4.089 19.816 17.648
O 3.634 20.917 17.416
H 4.162 16.718 17.340
H 5.472 17.722 18.076
H 5.623 17.369 16.463
H 2.326 18.006 15.904
H 2.962 19.629 15.287
H 3.739 18.090 14.928
H 4.625 19.608 18.592
C 3.663 23.100 25.699
N 4.265 23.639 24.507
C 3.336 23.705 23.409
C 5.468 24.272 24.458
O 6.190 24.394 25.426
H 4.434 22.852 26.428
H 3.133 22.165 25.525
H 3.009 23.825 26.192
H 3.778 23.908 22.431
H 2.790 22.771 23.228
H 2.533 24.432 23.582
H 5.654 24.717 23.474
C 6.269 22.360 28.427
N 6.509 21.676 29.689
C 7.043 20.350 29.571
C 6.057 22.234 30.833
O 5.429 23.262 30.940
H 5.597 23.209 28.507
H 5.735 21.638 27.804
H 7.160 22.749 27.935
H 7.034 19.833 30.533
H 6.407 19.695 28.977
H 8.066 20.410 29.204
H 6.368 21.623 31.702
```


Entry 5:
DFT (ωB97M-V with the def2-TZVPD basis set) results for a 8-piece molecular cluster, C24H52O24S5 overall.

Geometry as XYZ:
```
105
C24H52O24S5 ωB97M-V with the def2-TZVPD basis set
C 27.272 29.463 36.077
C 26.898 30.817 36.578
O 26.036 31.388 35.527
S 25.334 32.893 35.847
C 24.309 33.196 34.394
O 24.469 32.623 36.982
O 26.503 33.835 35.889
H 27.387 29.262 35.016
H 26.687 28.637 36.345
H 28.253 29.147 36.506
H 26.281 30.763 37.414
H 27.731 31.442 36.853
H 23.316 32.734 34.522
H 24.575 32.853 33.460
H 24.126 34.208 34.269
C 10.330 33.878 36.797
C 11.733 33.219 36.506
O 12.580 34.275 36.204
S 14.077 33.835 35.681
C 14.521 35.104 34.497
O 14.926 33.934 36.798
O 13.954 32.580 34.987
H 10.488 34.273 37.849
H 9.663 33.255 36.666
H 10.051 34.707 35.958
H 12.270 32.748 37.273
H 11.668 32.233 35.765
H 14.088 34.872 33.396
H 15.528 35.185 34.478
H 14.166 35.992 34.782
C 20.680 28.565 33.356
C 19.793 29.306 34.309
O 18.419 28.904 34.227
S 17.314 29.959 35.051
C 15.690 29.349 34.867
O 17.837 29.880 36.414
O 17.517 31.210 34.256
H 20.328 28.846 32.334
H 20.545 27.606 33.384
H 21.839 28.549 33.599
H 20.065 28.999 35.460
H 19.813 30.538 34.114
H 15.463 29.069 33.664
H 14.976 30.133 35.370
H 15.648 28.543 35.491
C 20.250 37.999 39.220
C 21.239 37.873 38.192
O 22.125 36.826 38.293
S 23.567 36.901 37.419
C 24.620 35.775 38.063
O 23.213 36.649 36.077
O 24.192 38.227 37.710
H 20.576 37.881 40.100
H 19.534 37.171 39.159
H 19.822 38.895 39.319
H 20.915 37.693 37.255
H 21.795 38.849 37.950
H 24.875 36.081 39.086
H 25.613 35.898 37.425
H 24.089 34.818 37.816
C 19.685 28.696 39.363
C 21.134 28.369 38.756
O 21.138 27.525 37.678
S 22.615 27.314 36.957
C 23.401 28.846 36.474
O 23.450 26.588 37.817
O 22.230 26.673 35.646
H 19.202 27.778 39.636
H 19.191 29.253 38.721
H 19.789 29.302 40.311
H 21.673 29.315 38.462
H 21.752 28.067 39.656
H 24.055 28.435 35.638
H 23.860 29.264 37.287
H 22.697 29.405 36.227
O 21.744 37.385 31.731
C 21.384 36.735 32.686
O 21.638 35.542 32.938
C 20.948 35.092 34.052
C 19.793 36.101 34.301
O 20.420 37.206 33.491
H 20.586 34.082 33.726
H 21.725 35.080 34.929
H 19.684 36.333 35.370
H 18.884 35.729 33.855
O 17.207 37.249 38.173
C 16.589 38.070 37.403
O 16.795 38.276 36.133
C 15.892 39.230 35.699
C 15.255 39.749 36.952
O 15.645 38.747 37.827
H 16.230 39.938 35.071
H 15.099 38.467 35.164
H 14.137 40.100 37.150
H 15.660 40.760 37.106
O 21.327 32.651 36.259
C 20.337 32.726 36.895
O 19.228 33.556 36.523
C 18.338 33.695 37.564
C 18.893 32.577 38.580
O 20.065 32.220 38.139
H 18.447 34.731 37.958
H 17.358 33.479 37.202
H 18.173 31.744 38.495
H 18.822 32.850 39.787
```

The value obtained for the energy relative to the best compared isomer or geometry (same formula, charge and spin) is 39.7 kJ/mol.


Entry 6:
DFT (ωB97M-V with the def2-TZVPD basis set) results for one molecule with the formula C3H7N5.

Geometry as XYZ:
```
15
C3H7N5 ωB97M-V with the def2-TZVPD basis set
H -2.349 0.537 2.443
N -1.679 0.057 1.728
C -0.866 0.917 0.994
N 0.082 0.618 0.063
N 1.041 1.655 -0.071
C 2.229 1.306 -0.695
C -0.089 -0.827 -0.427
N -1.267 -1.362 -0.351
N 0.894 -1.262 -1.147
H 0.856 -2.476 -1.140
H -1.008 2.138 1.073
H 2.874 1.985 -0.916
H 2.447 0.274 -1.150
H -1.682 -1.246 0.579
H -1.484 -2.314 -0.983
```

The value obtained for the energy relative to the best compared isomer or geometry (same formula, charge and spin) is 493.1 kJ/mol.


Respective largest force on an atom values: 2.81; 2.99; 3.15; 2.13; 10.47; 9.72 eV/A.
Respective LUMO level values: 0.0; 0.0; 0.9; 0.3; 0.0; 0.8 eV.
Respective E values: -140290.046; -12294.842; -7770.615; -91056.570; -129032.249; -10669.890 eV.